Record 1
Below is a 5-piece molecular cluster, C22H58N4O6P overall at a distorted geometry, with properties calculated with the ωB97M-V functional and the def2-TZVPD basis.

Atoms and positions in Å:
C: 2.44040 0.92124 4.73408
C: 2.06706 -0.50714 5.33876
O: 1.26518 -0.52247 6.31061
O: 2.54247 -1.76320 4.85548
C: 3.98900 -1.84475 4.89973
C: 4.54099 -2.77895 3.68397
C: 3.71733 -2.60848 2.32261
C: 3.95519 -1.21343 1.55509
P: 2.56641 -1.09959 0.23551
H: 2.56350 1.64630 5.62232
H: 3.35376 0.92380 4.05080
H: 1.52067 1.31580 4.15733
H: 4.30906 -2.39173 5.86539
H: 4.52832 -0.83983 4.85576
H: 5.66764 -2.68156 3.53200
H: 4.36638 -3.86169 4.05233
H: 4.08786 -3.43640 1.60559
H: 2.58017 -2.71252 2.47632
H: 3.92410 -0.28559 2.21475
H: 4.96227 -1.29914 1.00157
H: 1.82258 -2.34391 0.25418
H: 1.62093 -0.07749 0.62169
H: 3.08824 -0.93770 -1.08300
C: 2.66607 -7.34731 -2.07646
C: 3.58924 -6.15723 -1.83376
C: 3.49815 -5.59239 -0.40043
O: 2.34792 -4.78207 -0.16442
C: 1.17556 -5.50953 0.17397
N: 3.31078 -5.12443 -2.84124
H: 1.61767 -7.05453 -2.16377
H: 2.93414 -7.85126 -3.00845
H: 2.75025 -8.07891 -1.26808
H: 4.61531 -6.51067 -1.98127
H: 4.35860 -4.93113 -0.24666
H: 3.57785 -6.38584 0.35156
H: 1.39900 -6.39373 0.77650
H: 0.63253 -5.79172 -0.72969
H: 0.52581 -4.85095 0.75581
H: 3.98471 -4.36880 -2.72874
H: 2.42055 -4.69118 -2.59392
C: -1.51206 4.38677 1.64978
C: -1.50912 2.96440 2.20182
C: -0.16660 2.23108 1.99949
O: 0.03892 1.74552 0.67335
C: 0.56247 2.70880 -0.22980
N: -2.62701 2.21982 1.60766
H: -1.56033 4.41376 0.55902
H: -2.38175 4.93548 2.02031
H: -0.61759 4.93111 1.96571
H: -1.68251 3.03779 3.28080
H: -0.17208 1.34140 2.63920
H: 0.68157 2.84465 2.32703
H: 1.26497 3.39111 0.25681
H: -0.24942 3.26796 -0.69736
H: 1.09285 2.17491 -1.02277
H: -2.67216 1.29903 2.04092
H: -2.37597 2.01763 0.63940
C: 0.40550 -1.51504 -4.67156
C: -0.36422 -1.95371 -3.42953
C: -1.78581 -1.36060 -3.34521
O: -1.82550 -0.00153 -2.92095
C: -1.61995 0.94559 -3.95836
N: 0.42792 -1.62482 -2.23544
H: 0.74553 -0.47902 -4.61067
H: 1.29637 -2.13508 -4.80509
H: -0.20884 -1.62050 -5.56930
H: -0.46646 -3.04285 -3.48317
H: -2.33718 -1.92083 -2.58256
H: -2.33359 -1.49342 -4.28479
H: -2.05518 0.61900 -4.90662
H: -0.55374 1.14913 -4.07878
H: -2.10166 1.87980 -3.66178
H: -0.05048 -1.99451 -1.41483
H: 0.37546 -0.61260 -2.10917
C: -5.71763 6.11330 0.79062
C: -6.26301 6.47945 -0.58655
C: -6.42086 5.26569 -1.52652
O: -5.19931 4.81103 -2.10209
C: -4.45621 3.92897 -1.27898
N: -5.40564 7.51451 -1.17885
H: -4.65127 5.87782 0.77078
H: -5.84616 6.94877 1.48405
H: -6.24976 5.25290 1.20603
H: -7.25984 6.90717 -0.43450
H: -7.04404 5.57605 -2.37163
H: -6.95174 4.44191 -1.03487
H: -5.10182 3.27288 -0.68864
H: -3.78869 4.49497 -0.62563
H: -3.83302 3.30727 -1.92705
H: -5.81953 7.81575 -2.05922
H: -4.53747 7.06147 -1.46434

Results
Charge = +1
Orbital gap = 0.277 Eh
Calculated total energy = -1884.42623 hartree
Multiplicity = 1
LUMO = -2.956 eV



Record 2
Below is C11H21N2O17 as an isolated structure at a distorted geometry, with properties calculated with the ωB97M-V functional and the def2-TZVPD basis.

Atoms and positions in Å:
C: 1.22589 4.86511 1.65352
C: 0.85268 6.19440 2.28876
O: 1.40211 7.25501 1.93309
N: -0.47306 6.30495 3.04752
H: -1.18546 6.15590 2.34727
H: -0.48805 5.48512 3.63723
C: -0.60810 7.64107 3.80493
H: 0.34571 4.22354 1.61127
H: 2.10745 4.43209 2.12622
H: 1.48019 5.00982 0.60352
H: 0.32602 7.94918 4.27459
H: -1.30440 7.46130 4.62406
H: -0.99703 8.39708 3.12282
C: 3.36028 -3.35368 1.81649
C: 2.68812 -4.66004 2.19003
O: 3.17200 -5.40763 3.05983
N: 1.49623 -5.09399 1.40588
H: 1.18324 -4.40616 0.73578
H: 1.68773 -5.85163 0.76603
C: 0.28989 -5.49744 2.27794
H: 3.57617 -3.24362 0.75377
H: 4.35873 -3.34442 2.25364
H: 2.76116 -2.53190 2.20869
H: -0.45806 -5.75664 1.52862
H: -0.07927 -4.79136 3.02177
H: 0.66959 -6.32421 2.87826
O: 0.16305 0.31936 -3.25969
C: 0.08948 -0.66176 -2.41903
O: -0.56306 -0.81097 -1.43002
O: 0.90189 -1.54986 -2.72243
H: 0.68244 -0.39192 -3.64166
O: 0.33633 -7.49049 -4.97797
C: 0.68679 -8.67214 -4.39235
O: 0.50653 -9.77185 -4.83871
O: 1.02458 -8.46998 -3.22537
H: 0.88637 -6.92940 -4.42639
O: -3.07453 5.26155 -1.84545
C: -4.35510 5.35028 -1.59429
O: -4.72363 5.92595 -0.60125
O: -5.22891 4.83996 -2.32449
H: -3.10583 4.79421 -2.68343
O: -2.33406 -1.91297 -8.43975
C: -2.38539 -1.17577 -9.57138
O: -1.36763 -0.70015 -10.02956
O: -3.43100 -1.18156 -10.25058
H: -1.52265 -1.48979 -8.14968
O: 0.28837 -0.11355 5.82987
C: -0.06068 0.95228 6.45900
O: 0.40867 1.22604 7.53543
O: -0.87064 1.70903 5.92052
H: -0.34114 -0.16834 5.10716

Results
Charge = -3
Orbital gap = 0.082 Eh
Calculated total energy = -1820.13572 hartree
Energy above the lowest of the compared OMol25 structures with the same formula, charge and spin = 194.95 kcal per mole
Multiplicity = 1
LUMO = 1.967 eV



Record 3
Below is one molecule with the formula C14H10Cl2N2O2S2 at a distorted geometry, with properties calculated with the ωB97M-V functional and the def2-TZVPD basis.

Atoms and positions in Å:
N: 3.66172 -1.93207 -4.01133
C: 3.18831 -1.23323 -2.92485
N: 2.05172 -0.64086 -3.08914
C: 1.71751 0.00887 -1.91174
C: 0.53699 0.69538 -1.68940
C: 0.27446 1.25425 -0.43829
C: 1.17843 0.99090 0.60780
S: 0.71381 1.48193 2.28817
O: 0.06410 2.80980 2.23474
O: 1.89798 1.47950 3.14131
C: -0.52424 0.21852 2.88163
C: -1.67668 -0.02703 1.89366
C: -1.72229 -1.16452 1.06877
C: -2.74236 -1.33317 0.09498
C: -3.76433 -0.37206 -0.05065
Cl: -5.06263 -0.61214 -1.17797
C: -3.68012 0.79104 0.76592
Cl: -4.81921 2.14560 0.54781
C: -2.68741 0.90330 1.70884
C: 2.38948 0.36070 0.40751
C: 2.65291 -0.12994 -0.88176
S: 3.99522 -1.10472 -1.38282
H: 2.92756 -2.17446 -4.69799
H: 4.49125 -2.53269 -3.85874
H: -0.17820 0.74484 -2.48338
H: -0.62749 1.77280 -0.26433
H: -0.01367 -0.71589 3.11550
H: -0.86451 0.55444 3.86514
H: -0.95464 -1.93660 1.17343
H: -2.79100 -2.23597 -0.52258
H: -2.71963 1.78139 2.36338
H: 3.08699 0.15209 1.22639

Results
SMILES string = Nc1nc2ccc(S(=O)(=O)Cc3ccc(Cl)c(Cl)c3)cc2s1
Orbital gap = 0.334 Eh
Calculated total energy = -2516.25664 hartree
Energy above the lowest of the compared OMol25 structures with the same formula, charge and spin = 0.00 kcal per mole
Multiplicity = 1
LUMO = 0.273 eV



Record 4
Below is one molecule with the formula C2HCl4OP at a distorted geometry, with properties calculated with the ωB97M-V functional and the def2-TZVPD basis.

Atoms and positions in Å:
O: -1.91739 2.53256 -0.95361
P: -0.70406 1.73175 -1.05030
Cl: 0.99041 2.54930 -0.44186
Cl: -0.02245 1.37972 -2.97208
C: -0.53305 0.21803 -0.17960
C: -1.83593 -0.56693 -0.18052
Cl: -1.85068 -2.02723 0.49804
Cl: -3.14039 0.00872 -1.04783
H: 0.24773 0.08239 0.39933

Results
SMILES string = O=P(Cl)(Cl)C=C(Cl)Cl
Orbital gap = 0.329 Eh
Calculated total energy = -2334.18632 hartree
Energy above the lowest of the compared OMol25 structures with the same formula, charge and spin = 23.83 kcal per mole
Multiplicity = 1
LUMO = -0.886 eV



Record 5
Below is an isolated ion of composition C7H11IN3O and charge +1 at a distorted geometry, with properties calculated with the ωB97M-V functional and the def2-TZVPD basis.

Atoms and positions in Å:
C: -1.74190 -2.55072 -0.47265
C: -1.23086 -3.19928 0.63332
C: -1.22149 -1.23452 -0.41525
C: 1.33100 1.52202 -0.65930
C: -0.10464 0.42240 2.45756
C: 1.78104 1.61566 -2.90525
C: 0.47859 -0.10757 1.17767
N: -0.42108 -2.39914 1.29118
N: -0.39086 -1.21993 0.67657
N: 1.02918 1.19148 -2.00568
O: 0.37820 0.95341 0.22707
I: -1.74414 0.44258 -1.59676
H: -2.52011 -3.01087 -1.12853
H: -1.46647 -4.21469 1.09485
H: 1.25248 2.58856 -0.51057
H: 2.29322 1.22048 -0.31009
H: -1.20540 0.19804 2.64064
H: -0.12721 1.63510 2.45163
H: 0.39142 0.21289 3.44237
H: 2.72280 2.05117 -2.78549
H: 1.53436 1.40517 -3.99567
H: 1.57210 -0.48718 1.15396
H: -3.25517 -0.16260 -1.61587

Results
Charge = +1
Orbital gap = 0.327 Eh
Calculated total energy = -810.11083 hartree
Energy above the lowest of the compared OMol25 structures with the same formula, charge and spin = 62.30 kcal per mole
Multiplicity = 1
LUMO = -4.352 eV



Record 6
Below is a 17-piece molecular cluster, C6H50BNO17 overall at a distorted geometry, with properties calculated with the ωB97M-V functional and the def2-TZVPD basis.

Atoms and positions in Å:
C: 1.71449 -1.37177 -3.11028
O: 0.40849 -1.69977 -2.56628
C: 0.43749 -1.62277 -1.17228
C: -0.99251 -1.77077 -0.58828
N: -0.96451 -1.57177 0.87672
H: -1.79551 -2.18277 1.05072
H: -0.03151 -1.89077 1.30372
C: -1.26851 -0.26477 1.47172
C: -0.38551 0.88023 1.17072
O: -0.69051 1.86223 2.22272
C: -0.20251 3.13223 1.97572
H: 2.23649 -0.42777 -2.70728
H: 1.82349 -1.60577 -4.16928
H: 2.40049 -2.16777 -2.95528
H: 0.59749 -0.60677 -0.94128
H: 1.23449 -1.97377 -0.66728
H: -1.48151 -2.83977 -0.63028
H: -1.62751 -1.30577 -1.24828
H: -1.12251 -0.73177 2.63972
H: -2.45851 -0.07677 1.42972
H: -0.48851 1.46623 0.32372
H: 0.70949 0.79823 1.34072
H: -0.63951 3.96423 2.54172
H: -0.53551 3.49123 1.01972
H: 0.80749 3.27923 2.15272
B: 1.55549 2.61623 -2.50528
H: 1.45849 3.78823 -2.60628
H: 1.93349 2.44723 -1.33828
H: 0.61749 1.90823 -2.78128
H: 2.48449 2.27623 -3.26228
O: -1.73751 3.92323 -1.30228
H: -1.38151 4.81423 -0.90928
H: -1.06851 3.48223 -1.69828
O: 0.74049 0.94623 5.01072
H: 1.01049 1.59223 5.64672
H: 0.04349 1.38423 4.84772
O: -5.70751 0.44823 0.90672
H: -5.05951 0.19023 1.55572
H: -5.27551 0.65023 -0.00728
O: 3.66649 1.22223 3.68872
H: 3.78249 2.16923 3.92772
H: 2.71849 0.98823 3.41972
O: -4.21651 0.16523 3.17372
H: -5.13051 0.21923 3.35972
H: -3.55651 0.36923 3.90472
O: -3.63051 -3.09877 0.92372
H: -4.07851 -3.44177 0.08372
H: -3.43651 -3.72677 1.56572
O: 2.63549 -0.84777 -6.75128
H: 3.42449 -0.27077 -6.46328
H: 1.73849 -0.49177 -6.40028
O: -1.38251 -0.89577 -4.46928
H: -1.74251 -1.57377 -4.70728
H: -0.78151 -1.12077 -3.68228
O: -2.02451 2.21023 4.39272
H: -2.58351 3.04723 4.44072
H: -1.73151 2.16223 3.47272
O: -0.54651 -5.51977 0.40572
H: 0.09349 -5.30377 -0.37728
H: -1.26151 -5.80677 -0.10228
O: 1.17249 -4.65577 -1.54428
H: 1.79149 -5.46977 -1.79228
H: 0.74949 -4.50377 -2.46928
O: 0.98849 -2.26677 2.55672
H: 0.56249 -2.55577 3.51072
H: 1.77749 -2.81077 2.69272
O: -1.05951 5.98623 0.44072
H: -0.17051 5.86123 0.85872
H: -1.03151 6.84323 0.34472
O: 5.41849 -0.94777 -3.02528
H: 5.04249 -0.72877 -3.78628
H: 4.61249 -0.66477 -2.32528
O: 3.70449 -0.31277 -0.57828
H: 4.19349 0.28223 -0.11828
H: 2.99249 0.25923 -0.89228

Results
Orbital gap = 0.253 Eh
Calculated total energy = -1616.81794 hartree
Energy above the lowest of the compared OMol25 structures with the same formula, charge and spin = 62.94 kcal per mole
Multiplicity = 1
LUMO = -0.855 eV



Record 7
Below is a 2-piece molecular cluster, C3H10NO2 overall at a distorted geometry, with properties calculated with the ωB97M-V functional and the def2-TZVPD basis.

Atoms and positions in Å:
C: -0.80075 1.34039 -0.03976
N: 0.29860 0.46151 -0.45343
C: 0.29384 -0.80135 0.24547
C: 0.95275 -0.55556 1.63654
O: 1.90993 0.39960 1.50336
H: -0.37245 2.35076 -0.02476
H: -1.20276 1.16293 0.95861
H: -1.57481 1.39097 -0.81018
H: 1.14797 0.84368 0.02911
H: 0.76379 -1.66499 -0.25631
H: -0.69377 -1.25352 0.42083
H: 1.27533 -1.52595 2.05350
H: 0.11973 -0.19158 2.29071
H: -0.61859 -0.42659 -3.22824
H: -0.52441 -0.53499 -1.79085
O: -0.97440 -0.99533 -2.53460

Results
Charge = -1
Orbital gap = 0.253 Eh
Calculated total energy = -325.51203 hartree
Energy above the lowest of the compared OMol25 structures with the same formula, charge and spin = 26.76 kcal per mole
Multiplicity = 1
LUMO = 4.085 eV



Record 8
Below is one molecule with the formula C2H7N3 at a distorted geometry, with properties calculated with the ωB97M-V functional and the def2-TZVPD basis.

Atoms and positions in Å:
H: 1.18162 1.87562 0.41117
N: 0.27497 1.41506 0.31656
C: 0.51191 0.18102 0.06428
N: 1.71119 -0.59261 -0.03462
N: -0.54986 -0.66666 -0.23165
C: -1.91559 -0.23615 -0.16368
H: 2.36406 -0.19514 -0.69787
H: 2.16948 -0.80737 0.83773
H: -0.32667 -1.62382 -0.00429
H: -1.97066 0.84211 -0.00212
H: -2.45648 -0.67676 0.68776
H: -2.43941 -0.44452 -1.10472

Results
SMILES string = [H]/N=C(\N)NC
Orbital gap = 0.358 Eh
Calculated total energy = -244.66158 hartree
Energy above the lowest of the compared OMol25 structures with the same formula, charge and spin = 8.65 kcal per mole
Multiplicity = 1
LUMO = 0.943 eV